This record from OMol25 describes C3H4MnO4 as an isolated structure in a non-equilibrium geometry. The level of theory is ωB97M-V with the def2-TZVPD basis set.

```
12
Properties=species:S:1:pos:R:3:forces:R:3:mulliken_charge:R:1
O -1.64882 0.69824 -0.87691 -1.34 0.75 0.82 -0.285
C -1.40252 -0.10307 -1.91369 4.05 3.14 -0.95 0.761
C -0.66895 0.56809 0.15903 -0.36 -0.49 0.01 -0.016
O -1.24256 0.31745 -3.03071 -2.01 -1.33 0.35 -0.424
O -0.60406 -1.11557 -1.46500 2.14 -0.93 2.64 -0.299
C 0.18111 -0.57056 -0.32066 -2.48 -1.62 -3.01 -0.524
H -1.18156 0.30146 1.09538 0.20 0.20 -0.07 0.279
H -0.13835 1.52391 0.26310 -0.20 -0.17 0.14 0.216
H 0.67993 -1.38849 0.20834 -0.21 0.48 0.04 0.580
O 2.99380 0.22546 0.20031 0.10 0.01 -0.09 -0.832
H 3.30322 -0.54329 0.68108 0.29 0.00 0.25 0.316
Mn 2.25702 0.25867 -1.44395 -0.20 -0.04 -0.14 1.229
```
Positions in Å, forces in eV/Å.

Charge: +1
ΔE to the lowest compared entry with this formula, charge and spin: 50.51 kcal/mol
Max |F|: 0.1013 hartree/bohr
Multiplicity: 7
Energy: -1568.262562 Eh

=====

This record from OMol25 describes C10H11Br4I2N5O2Ru as an isolated structure. The level of theory is ωB97M-V with the def2-TZVPD basis set.

```
35
Properties=species:S:1:pos:R:3:forces:R:3:mulliken_charge:R:1
Ru -0.18614 0.54451 0.75352 0.11 0.18 -0.15 0.976
Br -4.25887 -3.72580 4.19788 -0.09 -0.09 0.03 -0.020
C -3.00576 -2.45363 3.74741 0.19 0.12 0.13 0.306
C -2.07275 -1.97371 4.76176 -0.19 -0.09 -0.22 0.288
Br -2.17512 -2.64587 6.47733 0.01 -0.03 0.13 -0.032
C -1.11711 -1.03609 4.44459 -0.05 0.14 -0.09 -0.338
Br 0.12498 -0.36236 5.66387 0.01 -0.01 0.02 -0.041
C -1.06243 -0.54705 3.12844 0.20 -0.04 0.07 0.799
O -0.14285 0.28793 2.72840 -0.09 -0.08 0.05 -0.765
C -2.00120 -1.00331 2.12844 0.02 -0.22 -0.06 0.735
O -1.85281 -0.51640 0.91942 -0.03 0.00 0.11 -0.812
C -2.95612 -1.97028 2.45111 -0.05 0.24 -0.06 -0.379
Br -4.11689 -2.52046 1.09250 0.01 -0.02 0.03 -0.047
C -0.62671 0.00777 -3.92668 0.08 -0.05 0.06 -1.045
N 0.72097 0.26641 -3.39563 -0.09 -0.01 -0.07 0.058
C 1.78512 0.46286 -4.38790 0.02 -0.03 0.08 -1.082
C 0.86285 0.45240 -2.08764 0.12 0.00 0.01 0.705
N -0.13497 0.35031 -1.23599 -0.07 0.07 -0.05 -0.319
N 2.13831 0.75864 -1.63415 -0.04 -0.01 0.00 0.010
C 2.57586 1.00679 -0.35439 -0.01 0.01 0.01 0.626
N 3.88518 1.23238 -0.23412 -0.04 0.00 0.00 -0.339
N 1.76058 1.03374 0.66783 0.08 0.01 -0.02 -0.348
H -0.54098 -0.20033 -4.98690 -0.01 0.02 -0.01 0.251
H -1.27363 0.87618 -3.79428 -0.01 -0.01 0.02 0.412
H -1.06104 -0.87168 -3.45001 -0.03 0.01 -0.02 0.447
H 1.55993 -0.16544 -5.24368 0.00 0.05 -0.04 0.354
H 2.75872 0.12901 -4.03159 -0.02 -0.04 0.02 0.422
H 1.83925 1.50466 -4.70426 0.02 0.00 -0.02 0.374
H -1.01875 0.12872 -1.67461 -0.01 -0.04 0.00 0.031
H 2.85142 0.77322 -2.34335 0.01 0.04 -0.01 0.005
H 4.51846 1.22278 -1.01611 0.00 0.00 0.00 0.184
H 4.28674 1.40995 0.67217 0.02 0.01 0.00 0.213
H 2.21777 1.23378 1.55048 0.01 0.01 0.02 0.125
I -1.04570 3.43091 0.85731 -0.11 -0.13 0.08 0.145
I -3.23633 2.87946 2.25880 0.05 0.01 -0.02 0.102
```
Positions in Å, forces in eV/Å.

Charge: +2
ΔE to the lowest compared entry with this formula, charge and spin: 0.00 kcal/mol
Max |F|: 0.0059 hartree/bohr
Multiplicity: 5
Energy: -11797.733203 Eh

=====

This record from OMol25 describes a 8-piece molecular cluster, C42H90N8 overall in a non-equilibrium geometry. The level of theory is ωB97M-V with the def2-TZVPD basis set.

```
140
Properties=species:S:1:pos:R:3:forces:R:3:mulliken_charge:R:1
C 7.11674 -26.99286 -12.55766 -1.63 -0.98 -1.12 -0.142
C 7.00188 -26.49044 -11.27420 1.01 0.13 1.62 0.704
C 7.49223 -25.20386 -11.29668 -0.82 0.17 -0.09 -1.959
N 7.61550 -24.88853 -12.61352 0.52 1.28 -0.10 1.059
C 7.33252 -25.93921 -13.41826 0.88 -0.55 0.15 -1.455
H 6.87925 -28.03192 -12.73190 -0.02 0.28 -0.66 0.275
H 6.60077 -27.05479 -10.44534 0.45 0.10 0.18 0.583
H 7.72344 -24.46492 -10.54375 -0.26 -0.14 -0.06 0.249
H 7.93174 -23.98104 -12.92425 -0.16 0.01 -0.07 -0.008
H 7.39529 -25.85084 -14.49280 0.07 -0.13 0.15 0.310
C 8.17619 -25.70078 -19.15371 -0.03 -0.30 0.74 -0.541
C 9.28681 -26.16107 -19.92208 -0.29 0.37 1.05 -0.771
C 10.23232 -26.53143 -18.98543 1.09 -0.99 -1.10 -0.263
N 9.75831 -26.40653 -17.73713 -1.62 0.92 0.37 0.098
C 8.48428 -25.86828 -17.80917 0.26 -0.36 -0.46 -0.120
H 7.23158 -25.35160 -19.54381 0.07 0.02 0.07 0.396
H 9.30051 -26.20019 -21.00128 0.38 -0.04 0.18 0.394
H 11.19762 -27.00470 -19.08852 0.02 0.17 -0.38 0.395
H 10.23508 -26.56480 -16.86093 0.25 -0.01 -0.07 0.216
H 7.91273 -25.77923 -16.89715 -0.08 0.28 -0.23 0.094
C 8.15168 -21.53508 -11.95147 1.53 0.40 -1.71 -0.707
C 7.61426 -21.59912 -13.30750 2.56 0.77 0.07 -0.858
C 6.29438 -21.76150 -13.22251 -1.15 -0.52 1.28 -0.629
N 6.00754 -21.86278 -11.88217 -0.40 -0.30 0.71 0.238
C 7.17294 -21.76520 -11.08495 -2.96 -0.15 -0.43 -0.254
H 9.13320 -21.18953 -11.66228 0.20 -0.45 -0.21 0.477
H 8.22094 -21.48965 -14.19428 -0.16 0.09 -0.04 0.504
H 5.48676 -21.87937 -13.92979 0.27 0.08 -0.12 0.476
H 5.05547 -22.04299 -11.59726 0.42 -0.01 0.48 0.233
H 7.13911 -21.86693 -10.01028 -0.18 0.17 -0.19 0.387
C 10.60556 -24.03471 -14.12771 -0.33 1.22 0.98 -0.991
C 11.85687 -24.75497 -14.56909 -0.54 1.87 0.55 -0.840
N 11.70604 -26.11810 -14.76885 0.06 -3.70 -1.02 1.276
C 12.91254 -26.77890 -15.34170 -0.18 0.87 -0.08 -0.886
C 13.37138 -26.20148 -16.68685 0.25 -1.44 0.58 -1.136
C 11.32255 -26.91387 -13.59653 -0.65 0.04 -0.19 -0.380
C 10.64672 -28.25267 -13.93083 0.56 -0.46 1.29 -1.473
H 10.91476 -23.01600 -13.89372 0.13 0.33 -0.24 0.463
H 10.14465 -24.29639 -13.17525 -0.03 -0.71 -0.19 0.112
H 9.85323 -23.92153 -14.90828 -0.07 -0.43 -0.03 0.245
H 12.03017 -24.19827 -15.49005 0.90 -0.52 -0.24 0.373
H 12.64544 -24.58309 -13.83649 0.52 0.52 0.15 0.285
H 13.75807 -26.67904 -14.66109 0.26 0.29 0.50 0.455
H 12.77602 -27.85985 -15.37353 -0.45 0.15 -0.35 0.446
H 12.57872 -26.26541 -17.43230 0.02 0.82 0.05 0.011
H 13.91001 -25.26644 -16.53295 -0.58 0.22 -0.47 0.346
H 14.11515 -26.91309 -17.04537 0.26 0.03 -0.12 0.496
H 10.70546 -26.34749 -12.89902 -0.60 0.16 -0.50 -0.097
H 12.14635 -27.13347 -12.91739 0.89 -0.12 -0.24 0.275
H 10.64509 -28.75496 -12.96347 -0.80 0.00 0.44 0.339
H 11.26439 -29.00994 -14.41367 0.15 0.53 -0.89 0.538
H 9.63349 -28.24426 -14.33253 0.18 0.31 -0.07 0.202
C 6.20117 -28.89056 -8.24266 0.04 -0.26 0.28 -1.240
C 7.27853 -29.65735 -9.03670 -1.31 1.79 -0.69 0.430
N 6.62280 -30.36715 -10.13331 0.95 -0.13 -0.20 1.125
C 7.55111 -30.59841 -11.26524 1.29 0.51 1.34 -0.085
C 6.98292 -30.67753 -12.64992 -0.63 -0.16 -0.15 -1.406
C 5.86325 -31.54516 -9.74828 -0.38 0.40 -1.56 -0.691
C 6.67478 -32.76499 -9.28864 -0.38 0.25 0.76 -1.483
H 5.63978 -28.24371 -8.91686 -0.10 -0.23 -0.20 0.089
H 6.60880 -28.21111 -7.49414 0.29 -0.22 0.17 0.398
H 5.49418 -29.55688 -7.74842 -0.04 0.03 0.11 0.380
H 7.76208 -28.83268 -9.56032 0.77 -0.17 0.24 -0.624
H 7.99291 -30.18572 -8.40537 0.05 -0.35 0.00 0.320
H 8.25745 -29.76966 -11.21671 -0.20 0.46 -0.24 -0.007
H 8.24497 -31.40333 -11.02282 -0.10 -0.70 -0.24 0.365
H 6.26314 -29.86256 -12.72642 -0.38 -0.35 -0.26 0.229
H 7.70166 -30.52530 -13.45512 0.38 0.09 0.31 0.384
H 6.53721 -31.64868 -12.86511 -0.40 0.10 0.08 0.360
H 5.26609 -31.64783 -10.65435 -0.05 -1.17 -0.20 0.351
H 5.07947 -31.20533 -9.07129 0.32 -0.38 0.66 0.299
H 7.55078 -33.04265 -9.87484 -0.14 0.39 -0.25 0.285
H 6.09620 -33.68235 -9.18001 -0.31 0.15 -0.08 0.433
H 7.01563 -32.50765 -8.28580 0.29 -0.23 0.12 0.325
C -0.39912 -28.34579 -9.87417 1.32 -1.29 0.37 -1.332
C 1.19834 -28.58809 -9.87923 -1.94 1.60 0.05 -0.113
N 1.61840 -29.37477 -11.03872 1.33 0.00 0.93 -0.012
C 0.98473 -30.67548 -11.02163 1.46 -1.84 0.32 -0.737
C 1.31490 -31.68498 -9.86613 -0.35 0.11 0.67 -1.084
C 3.14602 -29.54891 -11.04394 -1.09 1.11 -0.43 -0.541
C 3.82449 -28.21070 -11.45915 -0.52 -0.90 -0.38 -0.491
H -0.83563 -29.33782 -9.75838 -0.30 0.02 -0.17 0.311
H -0.80323 -27.89515 -10.78066 0.39 -0.01 -0.07 0.304
H -0.78187 -27.80140 -9.01089 0.49 0.28 0.04 0.423
H 1.62432 -27.58609 -9.82806 0.34 0.06 -0.82 0.280
H 1.52790 -28.95798 -8.90831 -0.21 -0.82 0.20 0.238
H 1.45525 -31.23090 -11.83295 -0.45 0.20 -0.66 0.386
H -0.09448 -30.70772 -11.17119 0.15 0.60 -0.06 0.512
H 2.30516 -32.14002 -9.84512 0.17 0.04 -0.83 0.266
H 0.57799 -32.48049 -9.97680 0.13 -0.23 0.09 0.391
H 1.26439 -31.37021 -8.82380 -0.60 0.63 0.00 0.301
H 3.52741 -29.99559 -10.12571 -0.12 0.54 0.61 0.262
H 3.43027 -30.32732 -11.75201 -0.39 0.14 -0.54 0.426
H 4.87623 -28.37258 -11.69521 0.01 0.13 0.52 -0.256
H 3.38137 -27.88925 -12.40171 -0.18 -0.09 -0.09 0.494
H 3.66080 -27.37191 -10.78258 0.30 -0.25 0.30 -0.011
C 14.55438 -26.16561 -7.07030 -0.42 -0.47 0.45 -1.351
C 13.71114 -26.19173 -8.40061 1.71 1.27 0.97 -0.513
N 12.49099 -26.87306 -8.16879 -1.60 -2.18 -0.76 -0.028
C 12.73522 -28.39139 -8.12615 -2.42 0.20 0.55 -0.640
C 13.27271 -29.03396 -9.37976 1.16 0.63 0.38 -0.651
C 11.44083 -26.53815 -9.23146 2.33 -0.38 0.91 -0.629
C 10.20386 -27.37303 -9.16554 -0.49 0.46 -0.21 -0.797
H 13.88883 -25.91038 -6.24568 -0.48 0.47 -0.26 0.357
H 15.39711 -25.48654 -6.94080 0.01 0.14 -0.81 0.410
H 14.89585 -27.11826 -6.66539 0.23 -0.46 -0.78 0.294
H 13.58131 -25.14202 -8.66395 -0.74 0.25 0.28 0.419
H 14.20574 -26.51635 -9.31607 0.70 -0.64 0.09 0.375
H 13.20143 -28.75368 -7.20992 0.89 0.74 -0.09 0.419
H 11.77603 -28.87600 -7.94386 -0.56 0.51 -0.09 0.237
H 14.33013 -28.77767 -9.31433 0.25 -0.14 -1.04 0.331
H 13.21432 -30.12190 -9.41248 -0.26 0.06 0.24 0.405
H 12.78017 -28.61152 -10.25558 0.26 -0.08 -0.13 -0.105
H 11.89105 -26.60144 -10.22212 0.18 -0.29 -0.41 0.330
H 11.24435 -25.46936 -9.14664 -0.30 -0.01 0.44 0.464
H 10.25505 -28.40476 -9.51340 0.48 0.02 0.03 0.302
H 9.55038 -26.86182 -9.87245 -0.67 -0.16 0.27 0.050
H 9.81412 -27.37384 -8.14759 -0.31 0.07 -0.09 0.312
C 5.26842 -19.74102 -8.58803 -0.17 -0.10 0.15 -1.070
C 5.17204 -20.93843 -7.64656 0.21 -0.46 -0.57 -0.867
N 5.02975 -22.23854 -8.36359 0.42 -0.38 0.37 0.844
C 5.49749 -23.34827 -7.47771 1.73 1.41 0.23 -0.742
C 7.09289 -23.36908 -7.58155 -0.82 -0.27 -0.25 -0.838
C 3.72165 -22.43469 -8.99406 0.49 0.02 1.16 -0.734
C 3.73545 -23.64289 -9.91912 -0.40 0.70 -0.76 -0.950
H 5.56013 -18.83718 -8.05318 -0.22 -0.01 0.25 0.432
H 4.32376 -19.54032 -9.09345 0.18 0.07 -0.25 0.340
H 6.08627 -19.91563 -9.28711 -0.29 -0.07 -0.29 0.159
H 6.11838 -20.90342 -7.10680 -0.05 -0.57 0.14 0.389
H 4.38213 -20.86169 -6.89939 -0.28 0.32 0.16 0.398
H 5.17498 -23.08384 -6.47065 0.18 -0.06 0.47 0.331
H 5.08128 -24.34598 -7.61725 -0.04 0.21 -0.82 0.407
H 7.63618 -24.06524 -6.94256 -0.46 -0.29 0.17 0.474
H 7.36271 -23.61078 -8.60960 -0.15 -0.21 -0.03 0.023
H 7.59081 -22.41614 -7.40250 -0.50 0.29 0.16 0.330
H 3.45230 -21.45180 -9.38069 0.13 -0.28 -1.02 0.417
H 2.90133 -22.57457 -8.29006 -0.15 -0.26 0.73 0.336
H 3.54057 -24.60396 -9.44324 0.21 0.18 0.28 0.403
H 4.67453 -23.69040 -10.47045 0.01 -0.23 0.05 -0.158
H 2.92438 -23.50639 -10.63440 -0.04 -0.16 -0.23 0.391
```
Positions in Å, forces in eV/Å.

Charge: 0
ΔE to the lowest compared entry with this formula, charge and spin: 7.98 kcal/mol
SMILES: c1cc[nH]c1.c1cc[nH]c1.c1cc[nH]c1.CCN(CC)CC.CCN(CC)CC.CCN(CC)CC.CCN(CC)CC.CCN(CC)CC
Max |F|: 0.0747 hartree/bohr
Multiplicity: 1
Energy: -2092.109000 Eh

=====

This record from OMol25 describes an isolated ion of composition C5H11N4 and charge +1 in a non-equilibrium geometry. The level of theory is ωB97M-V with the def2-TZVPD basis set.

```
20
Properties=species:S:1:pos:R:3:forces:R:3:mulliken_charge:R:1
C 0.79684 1.03294 -1.36976 -2.45 -1.16 2.49 -0.669
C 1.90426 0.56255 -0.86017 0.38 0.11 -1.01 -0.194
C 1.10466 0.05581 1.38972 0.52 0.00 -0.39 -0.140
C -0.96487 0.43830 0.14064 1.71 1.01 -2.80 0.371
C -1.25825 -0.93412 -0.46061 -0.17 -0.02 0.24 -0.701
N 1.98891 -0.02113 0.41958 -0.23 0.03 0.95 0.015
N -0.15694 0.46673 1.28454 -0.01 0.18 0.49 -0.114
N -1.98443 1.33867 0.13384 0.16 -0.31 0.41 -0.540
N -0.19080 -1.86881 -0.16808 -0.22 -0.13 0.00 -0.467
H 0.60772 1.60653 -2.24659 0.19 0.25 -0.49 0.377
H 2.86754 0.54907 -1.36502 0.05 0.12 0.12 0.363
H 1.45534 -0.15171 2.39383 -0.03 -0.06 -0.06 0.372
H -2.22661 -1.25244 -0.03752 0.15 0.03 -0.06 0.424
H -1.39291 -0.81870 -1.53766 0.02 0.06 0.14 0.392
H 2.89826 -0.39088 0.66583 -0.15 0.09 0.16 0.283
H -0.62153 0.74437 2.14529 0.09 -0.19 -0.02 0.338
H -2.61923 1.30194 -0.64737 -0.04 -0.04 0.05 0.239
H -1.82655 2.26096 0.50572 0.08 0.06 -0.11 0.221
H -0.43229 -2.49519 0.58932 -0.06 -0.04 -0.15 0.215
H 0.05090 -2.42487 -0.97551 0.03 0.01 0.03 0.218
```
Positions in Å, forces in eV/Å.

Charge: +1
ΔE to the lowest compared entry with this formula, charge and spin: 69.54 kcal/mol
Max |F|: 0.0717 hartree/bohr
Multiplicity: 1
Energy: -415.812402 Eh